Record 1
13 unconnected molecules or ions with the total composition C27H31BCl37N3O3. Source: the OMol25 dataset; level of theory: ωB97M-V with the def2-TZVPD basis set.

Output
Gap between HOMO and LUMO (eV): 8.70

XYZ file:
```
102
Properties=species:S:1:pos:R:3:forces:R:3:mulliken_charge:R:1
C -0.953 -5.818 -2.408 -0.124 -0.145 0.688 -0.171
O 0.379 -6.142 -2.817 -0.732 -0.246 -0.542 -0.584
B 0.781 -5.266 -3.791 0.668 0.651 -0.206 0.746
O 1.122 -5.658 -5.059 -0.635 0.300 -0.021 -0.532
C 0.891 -3.730 -3.424 -0.268 -0.212 0.384 -0.294
C 0.191 -2.699 -4.099 0.068 -0.247 0.072 -1.131
C 0.323 -1.418 -3.678 -0.332 0.435 -0.286 -0.380
C 1.139 -1.077 -2.582 -0.199 0.557 0.109 1.030
N 1.191 0.217 -2.180 0.286 -0.282 0.133 -0.498
C 1.944 0.484 -1.148 0.071 0.691 -0.525 -0.458
C 1.928 1.936 -0.743 -0.649 -0.434 0.042 -0.068
C 0.464 2.287 -0.388 0.297 0.848 1.003 -0.660
C 0.112 2.198 1.119 -0.664 -0.944 -0.500 0.007
C 0.497 0.912 1.878 -0.302 1.543 0.270 -1.507
N 0.054 -0.339 1.267 0.709 -0.293 0.603 0.292
C 0.610 -1.446 1.900 0.627 -0.615 0.263 0.646
C -0.015 -2.804 1.716 -0.424 0.310 -0.570 -1.230
O 1.614 -1.362 2.580 -0.104 0.235 0.007 -0.569
C 2.686 -0.553 -0.521 0.781 -0.346 0.784 0.146
Cl 3.742 -0.112 0.818 0.049 -0.058 -0.345 -0.183
N 2.672 -1.811 -0.833 -0.757 1.088 -0.609 0.128
C 1.846 -2.061 -1.903 0.226 -1.309 0.123 -0.187
C 1.698 -3.388 -2.366 -0.400 -0.540 0.640 -0.137
H -1.678 -5.962 -3.214 0.060 -0.073 -0.109 0.288
H -1.232 -6.479 -1.589 0.079 -0.029 -0.007 0.292
H -1.036 -4.783 -2.072 0.186 -0.263 0.007 -0.154
H 0.506 -6.319 -5.392 0.448 -0.491 0.061 0.290
H -0.447 -2.923 -4.943 -0.009 -0.071 -0.044 0.504
H -0.216 -0.613 -4.161 0.011 0.060 0.029 0.580
H 2.241 2.533 -1.602 -0.044 -0.261 0.013 0.136
H 2.607 2.179 0.070 -0.032 -0.125 0.117 0.310
H -0.259 1.706 -0.955 0.251 -0.184 -0.193 0.541
H 0.309 3.330 -0.673 -0.152 -0.008 -0.037 0.357
H 0.505 3.036 1.688 0.183 0.030 -0.038 -0.321
H -0.981 2.283 1.172 -0.002 0.182 0.053 0.239
H 1.563 0.946 2.071 0.108 -0.604 -0.300 0.257
H 0.018 0.974 2.873 0.709 0.226 -0.354 1.061
H -0.948 -0.409 1.155 0.061 -0.031 -0.493 0.374
H -0.026 -3.333 2.664 -0.042 0.090 0.089 0.379
H 0.562 -3.403 1.011 0.136 0.144 -0.023 0.141
H -1.014 -2.690 1.311 -0.362 -0.262 -0.033 0.307
H 2.232 -4.179 -1.855 0.079 0.093 0.196 0.026
C 4.259 -2.275 -5.766 0.072 -0.044 0.184 0.007
Cl 5.040 -0.771 -5.260 -0.038 0.002 -0.029 -0.135
Cl 5.465 -3.481 -6.230 -0.039 0.029 -0.012 -0.152
Cl 3.202 -2.891 -4.485 1.232 0.247 -1.089 0.075
H 3.649 -2.060 -6.634 0.009 0.006 0.005 0.266
C -3.263 0.777 4.324 -0.119 -0.029 -0.178 0.975
Cl -4.898 0.866 3.675 0.073 -0.039 -0.033 -0.060
Cl -2.124 0.269 3.068 -0.858 -0.159 0.568 -0.114
Cl -2.756 2.306 5.035 -0.001 0.134 -0.094 -0.130
H -3.252 0.039 5.112 0.004 -0.076 -0.053 -0.713
C 4.930 -3.733 1.269 -0.081 0.023 -0.017 0.920
Cl 4.580 -4.460 -0.296 0.142 -0.140 -0.014 -0.107
Cl 4.017 -4.534 2.549 -0.011 0.020 0.002 -0.140
Cl 6.662 -3.782 1.611 -0.013 0.032 -0.005 -0.155
H 4.619 -2.696 1.231 -0.040 -0.020 -0.004 -0.530
C -3.969 -3.009 -1.612 0.093 0.221 -0.093 0.099
Cl -4.769 -3.900 -2.908 0.081 -0.022 -0.003 -0.127
Cl -2.272 -2.705 -1.992 -0.203 0.307 -0.022 -0.006
Cl -4.806 -1.493 -1.287 -0.009 -0.001 0.003 -0.113
H -4.009 -3.611 -0.718 0.053 0.010 0.029 0.098
C 6.361 2.732 1.309 0.081 0.121 -0.134 0.344
Cl 8.026 2.210 1.544 -0.045 -0.018 0.011 -0.136
Cl 6.080 4.304 2.067 -0.028 -0.047 0.032 -0.132
Cl 5.968 2.819 -0.414 -0.068 -0.060 0.034 -0.108
H 5.707 2.004 1.773 -0.035 0.014 -0.029 0.022
C 2.877 5.724 -0.627 -0.075 -0.019 -0.098 -0.043
Cl 2.197 5.051 -2.113 0.521 -0.046 0.143 -0.018
Cl 2.890 7.488 -0.698 0.018 -0.016 0.002 -0.127
Cl 1.981 5.156 0.777 0.040 0.288 -0.331 -0.035
H 3.900 5.380 -0.532 -0.001 0.008 -0.008 0.181
C -7.141 -3.622 1.523 -0.025 0.180 -0.042 -0.058
Cl -8.737 -3.521 0.785 0.016 -0.034 0.011 -0.123
Cl -6.001 -4.422 0.431 -0.246 -0.189 0.215 -0.085
Cl -6.559 -2.019 1.976 0.033 -0.086 0.054 -0.047
H -7.219 -4.219 2.422 0.016 -0.020 -0.014 0.331
C -7.901 3.020 5.762 0.048 -0.094 0.038 -0.008
Cl -8.319 2.223 4.242 -0.009 0.024 -0.009 -0.122
Cl -8.735 2.255 7.115 -0.007 0.029 -0.010 -0.126
Cl -6.157 3.010 6.014 -0.066 0.123 0.096 -0.059
H -8.228 4.049 5.703 -0.007 -0.003 -0.010 0.313
C -1.423 6.522 -4.117 0.091 0.018 0.041 -0.097
Cl -1.019 6.717 -5.827 -0.016 0.004 -0.006 -0.129
Cl -2.023 4.889 -3.807 0.003 -0.007 -0.013 -0.099
Cl -0.024 6.866 -3.105 -0.428 0.242 -0.237 -0.041
H -2.209 7.225 -3.874 -0.020 -0.017 -0.026 0.366
C 1.742 4.438 4.697 -0.029 0.067 -0.145 -0.079
Cl 0.108 4.615 4.041 0.006 -0.026 0.126 -0.104
Cl 2.842 3.909 3.422 0.117 -0.229 0.530 0.018
Cl 2.292 5.953 5.410 0.010 -0.039 0.013 -0.130
H 1.726 3.684 5.473 -0.048 -0.012 -0.016 0.330
C -3.133 -1.581 7.790 -0.106 0.011 0.114 0.022
Cl -3.783 -2.281 6.302 0.035 0.015 -0.006 -0.121
Cl -3.135 0.185 7.708 0.020 -0.122 0.063 -0.075
Cl -4.044 -2.143 9.189 0.035 0.003 -0.021 -0.125
H -2.109 -1.912 7.898 0.003 0.006 -0.024 0.314
C 0.974 3.314 -6.341 0.025 -0.057 0.013 0.528
Cl 1.331 3.508 -8.058 -0.022 0.025 0.019 -0.139
Cl 0.350 1.697 -6.009 -0.008 0.029 0.006 -0.083
Cl 2.406 3.640 -5.364 -0.031 0.027 0.018 -0.106
H 0.211 4.033 -6.072 -0.003 -0.003 0.005 -0.185
```
Positions in Å, forces in eV/Å.

---

Record 2
2 unconnected molecules or ions with the total composition C3H11NS2. Source: the OMol25 dataset; level of theory: ωB97M-V with the def2-TZVPD basis set.

Output
Gap between HOMO and LUMO (alpha / beta) (eV): 7.54 / 3.84
Net charge: +1
Multiplicity: 2
ΔE to the lowest compared entry with this formula, charge and spin (eV): 0.842

XYZ file:
```
17
Properties=species:S:1:pos:R:3:forces:R:3:mulliken_charge:R:1
C 1.654 -2.001 1.411 1.820 0.840 -1.425 -0.782
S 0.350 -2.195 0.161 0.094 -0.008 -0.289 0.311
S 0.814 -0.927 -1.367 -0.375 -0.580 1.296 0.092
H 1.750 -1.002 1.894 -0.610 -0.718 -0.235 0.343
H 2.598 -2.122 0.792 -0.924 -0.003 0.830 0.366
H 1.612 -2.835 2.104 -0.411 0.018 0.126 0.336
H 1.185 -0.023 -0.446 0.437 0.400 -0.295 0.258
C -0.787 3.534 0.767 -0.702 3.355 0.777 -0.811
N -1.895 2.895 0.040 2.364 -0.276 -0.229 -0.366
C -1.606 1.458 -0.029 -0.205 0.609 0.106 -0.626
H -0.998 3.629 1.848 0.141 -0.699 -0.330 0.297
H 0.248 3.204 0.614 -0.235 -0.547 -0.225 0.260
H -0.769 4.654 0.501 -0.037 -1.574 0.071 0.304
H -1.822 3.314 -0.891 -0.550 -0.499 0.150 0.284
H -0.558 1.212 -0.403 -0.962 0.321 -0.064 0.073
H -2.403 1.032 -0.637 0.340 -0.563 -0.031 0.338
H -1.637 1.066 0.997 -0.186 -0.077 -0.233 0.324
```
Positions in Å, forces in eV/Å.